{"formula": "C2H4ClF", "method": "ωB97M-V/def2-TZVPD", "elements": ["C", "C", "F", "Cl", "H", "H", "H", "H"], "coordinates": [[-0.7012, -0.1754, 0.5773], [0.5763, 0.1214, -0.1533], [0.9941, 1.3857, 0.0769], [1.8837, -1.0192, -0.1891], [-0.3421, -0.3822, 1.6076], [-1.2651, -0.8847, 0.0875], [-1.4166, 0.6363, 0.4076], [0.2709, 0.3182, -2.4146]], "forces_ev_per_a": [[1.6, 1.6, 0.2], [-0.3, 0.9, -1.7], [0.2, -0.7, 0.0], [-0.5, 0.3, 0.3], [-1.1, 0.0, -0.3], [-0.6, -2.6, -0.6], [0.7, 0.6, 0.8], [0.0, -0.1, 1.2]], "homo_energy_ev": [-8.7, -10.1], "e_lumo_ev": [-0.42, -0.02]}

---

{"formula": "C15H11N3O", "method": "ωB97M-V/def2-TZVPD", "elements": ["O", "C", "N", "C", "C", "N", "C", "C", "C", "C", "C", "C", "C", "C", "C", "C", "N", "C", "C", "H", "H", "H", "H", "H", "H", "H", "H", "H", "H", "H"], "coordinates": [[-1.7910, -2.1694, -0.1692], [-1.9229, -0.9680, -0.0946], [-0.8963, -0.0694, -0.0260], [0.4785, -0.3069, -0.0431], [1.0372, -1.5978, -0.2277], [2.3152, -1.8240, -0.2541], [3.1783, -0.8003, -0.1004], [4.5624, -1.0631, -0.1312], [5.4595, -0.0427, 0.0221], [5.0165, 1.2767, 0.2117], [3.6805, 1.5638, 0.2459], [2.7289, 0.5356, 0.0912], [1.3400, 0.7552, 0.1153], [-3.2745, -0.3242, -0.0493], [-4.3111, -1.0072, 0.5805], [-5.5669, -0.4226, 0.6109], [-5.8360, 0.7470, 0.0569], [-4.8585, 1.3837, -0.5625], [-3.5607, 0.9015, -0.6448], [-1.1491, 0.9026, 0.0987], [0.3911, -2.4535, -0.3539], [4.8800, -2.0832, -0.2777], [6.5204, -0.2432, -0.0013], [5.7439, 2.0663, 0.3307], [3.3346, 2.5776, 0.3919], [0.9617, 1.7603, 0.2582], [-4.1213, -1.9694, 1.0292], [-6.3998, -0.9120, 1.0976], [-5.1292, 2.3286, -1.0151], [-2.8117, 1.4577, -1.1897]], "forces_ev_per_a": [[0.0, -0.1, 0.0], [0.0, 0.1, 0.0], [-0.2, 0.4, 0.0], [0.6, 0.3, 0.0], [-0.3, -0.3, 0.0], [0.2, -0.4, -0.1], [0.0, 0.6, 0.1], [0.2, 0.2, 0.0], [0.0, -0.3, 0.0], [-0.2, 0.3, 0.0], [0.2, 0.1, 0.0], [0.0, -0.5, -0.1], [-0.3, -0.4, -0.1], [-0.5, 0.0, 0.0], [0.2, 0.1, -0.1], [0.2, -0.3, 0.1], [-0.5, 0.2, 0.0], [0.2, 0.2, -0.1], [0.0, -0.2, 0.1], [-0.1, -0.3, 0.0], [-0.1, 0.1, 0.0], [0.0, -0.1, 0.0], [0.1, 0.0, 0.0], [0.0, 0.1, 0.0], [0.0, 0.1, 0.0], [0.0, 0.1, 0.0], [0.0, -0.1, 0.0], [0.0, -0.1, 0.1], [0.1, 0.1, -0.1], [0.0, 0.1, -0.1]], "homo_energy_ev": -8.6, "smiles": "O=C(Nc1cnc2ccccc2c1)c1ccncc1", "e_lumo_ev": -0.13}

---

{"formula": "C16H32Cl16", "method": "ωB97M-V/def2-TZVPD", "elements": ["Cl", "C", "C", "Cl", "H", "H", "H", "H", "Cl", "C", "C", "Cl", "H", "H", "H", "H", "Cl", "C", "C", "Cl", "H", "H", "H", "H", "Cl", "C", "C", "Cl", "H", "H", "H", "H", "Cl", "C", "C", "Cl", "H", "H", "H", "H", "Cl", "C", "C", "Cl", "H", "H", "H", "H", "Cl", "C", "C", "Cl", "H", "H", "H", "H", "Cl", "C", "C", "Cl", "H", "H", "H", "H"], "coordinates": [[0.4681, 2.3612, 1.8568], [0.4176, 0.6855, 1.1781], [0.0510, 0.6764, -0.3087], [-1.7305, 0.9189, -0.5910], [-0.2494, 0.1308, 1.8380], [1.4361, 0.3025, 1.2422], [0.3299, -0.3135, -0.6699], [0.6047, 1.3581, -0.9543], [-1.3507, -5.9852, 3.2103], [-0.4580, -4.6890, 2.4261], [-1.2863, -4.1011, 1.3896], [-0.4628, -2.7923, 0.4409], [0.4551, -5.0464, 1.9501], [-0.1557, -3.9186, 3.1355], [-2.1664, -3.5590, 1.7356], [-1.6363, -4.7443, 0.5822], [4.8699, 1.8644, 4.5224], [4.1892, 0.5821, 3.4591], [2.9824, -0.1565, 3.9630], [2.5655, -1.4590, 2.8802], [5.0358, -0.0923, 3.3307], [3.9851, 1.0385, 2.4905], [2.0545, 0.3996, 4.0961], [3.2761, -0.6240, 4.9028], [3.0586, -0.2080, -1.1685], [3.5519, -1.8159, -1.8240], [3.4294, -2.8298, -0.7508], [4.7000, -2.5712, 0.5736], [4.5811, -1.6349, -2.1338], [2.8946, -2.0772, -2.6534], [3.5574, -3.7834, -1.2630], [2.4184, -2.7856, -0.3458], [0.7652, 6.0734, 1.5785], [1.3119, 5.4555, 0.0301], [2.8260, 5.4140, -0.2267], [3.6756, 4.4632, 1.0009], [0.8659, 5.9883, -0.8097], [0.9787, 4.4293, -0.1249], [3.2152, 6.4263, -0.1177], [3.0229, 5.0529, -1.2362], [-4.6606, 2.0681, -4.1866], [-4.3786, 0.8645, -3.0322], [-4.9391, -0.4538, -3.6078], [-5.0555, -1.6506, -2.3250], [-4.8997, 1.1876, -2.1310], [-3.2959, 0.9087, -2.9140], [-4.3801, -0.8583, -4.4516], [-5.9673, -0.1864, -3.8516], [0.7744, -4.4551, -2.3056], [-0.3125, -3.0870, -2.7727], [-0.6548, -3.1599, -4.2304], [-1.8512, -1.8528, -4.5951], [0.1705, -2.1395, -2.5340], [-1.1973, -3.2139, -2.1488], [-1.1870, -4.0752, -4.4896], [0.1850, -3.1361, -4.9247], [-4.7134, 1.9179, 3.0690], [-3.1292, 2.4310, 2.3322], [-3.2064, 3.8404, 1.7358], [-4.4446, 3.8769, 0.4648], [-3.0154, 1.7643, 1.4775], [-2.2938, 2.3646, 3.0292], [-2.2404, 4.0106, 1.2605], [-3.3846, 4.6002, 2.4968]], "forces_ev_per_a": [[0.0, -0.1, 0.0], [0.2, 0.7, -0.7], [-0.4, -0.6, 0.5], [0.8, 0.0, 0.0], [0.0, -0.1, -0.5], [-0.1, 0.0, 0.1], [-0.4, -0.1, -0.1], [-0.1, 0.3, 0.5], [0.0, -0.3, 0.3], [1.6, 0.3, 0.2], [-2.1, 1.6, -2.2], [0.4, 0.1, 0.6], [0.0, -0.5, 0.3], [-0.2, -0.2, 0.3], [0.0, -0.3, 0.4], [0.2, -0.5, 0.4], [-0.6, -0.1, 0.1], [0.6, 0.3, -1.0], [0.1, 0.1, 1.5], [-0.1, -0.8, -0.6], [-0.3, -0.2, -0.1], [0.0, 0.1, 0.1], [0.4, 0.5, 0.1], [-0.3, 0.1, 0.1], [-0.1, 0.3, -0.2], [0.5, 1.0, 0.3], [0.4, -0.1, 0.2], [-0.9, -0.5, -1.1], [-0.2, -0.4, -0.2], [0.1, 0.1, -0.1], [0.3, -0.3, 0.6], [0.3, -0.2, 0.5], [0.1, 0.1, 0.0], [0.6, -1.2, -1.6], [-0.6, 1.2, 0.8], [0.1, -0.4, -0.1], [-0.1, 0.5, 0.3], [-0.3, 0.0, 0.6], [0.1, 0.0, -0.2], [0.0, -0.2, 0.2], [-0.6, 2.2, -2.1], [0.7, -1.4, 0.6], [-0.3, 1.2, 0.8], [0.2, -0.6, 0.4], [0.2, -0.5, 0.1], [-0.2, -0.7, 0.5], [-0.1, 0.2, 0.2], [0.1, -0.4, -0.5], [0.1, 0.1, -0.2], [0.0, -0.2, 0.2], [-0.4, -0.9, -0.5], [0.2, 0.3, -0.2], [0.1, -0.1, 0.1], [0.1, 0.2, -0.2], [0.0, 0.0, 0.3], [0.1, 0.6, 0.2], [0.7, 0.3, 0.1], [-0.8, 0.4, -0.8], [0.4, -0.8, 0.5], [-0.1, 0.3, -0.1], [0.3, -0.1, 0.4], [-0.3, -0.2, 0.1], [0.0, 0.2, 0.0], [-0.2, 0.0, -0.2]], "multiplicity": 2, "homo_energy_ev": [0.3, -8.3], "e_lumo_ev": [1.96, 1.94], "total_charge": -1}

---

Calculated total energy for the records above, in order: -17374.4221, -22251.8982, -217470.7950 eV
Relative energy (zero: lowest compared OMol25 entry of this formula, charge and spin) for the records above, in order: 103.7, 0.0, 0.0 kcal/mol